Run one
The following is a DFT calculation (ωB97M-V/def2-TZVPD) of a molecular structure, C3H5I3N.

HOMO-LUMO gap ... 0.31977 hartree
HOMO energy ... -12.79 eV
LUMO ... -4.09 eV

```
! wB97M-V def2-TZVPD RIJCOSX def2/J DEFGRID3
* xyz 1 1
C 0.51 -1.16 -0.34
C 1.81 -0.97 -0.10
C -0.68 0.42 -0.53
N -1.10 0.98 0.80
I 2.97 -2.69 0.05
I 2.65 0.96 0.27
I -2.43 0.01 -1.79
H 0.09 -2.06 -0.65
H -0.05 1.22 -1.07
H -1.65 0.19 1.22
H -1.76 1.75 0.71
H -0.37 1.35 1.44
*
```

Atom charges from the natural (NBO) analysis, given in e for atoms 1 to 4:
1. C -0.207
2. C -0.423
3. C -0.287
4. N -0.738


Run two
The following is a DFT calculation (ωB97M-V/def2-TZVPD) of a molecular structure, C3H5I3N.

HOMO-LUMO gap ... 0.24833 hartree
HOMO energy ... -12.60 eV
LUMO ... -5.84 eV

```
! wB97M-V def2-TZVPD RIJCOSX def2/J DEFGRID3
* xyz 1 1
C -0.57 -2.25 0.75
C -0.43 -0.95 0.61
C 1.22 0.63 -1.05
N 0.81 1.86 -0.43
I -2.17 -3.16 1.71
I -1.56 0.63 1.36
I 0.32 0.32 -2.94
H 0.07 -3.01 0.41
H 0.52 -0.49 0.09
H 0.19 2.48 -1.08
H 0.01 1.75 0.47
H 1.59 2.18 0.09
*
```

Atom charges from the natural (NBO) analysis, given in e for atoms 1 to 4:
1. C -0.348
2. C -0.407
3. C -0.014
4. N -0.922


Relative energies with respect to the most stable structure, expressed in eV: run one 0.000; run two 2.639.


Run one
The following is a DFT calculation (ωB97M-V/def2-TZVPD) of a molecular structure, C17H26Al2CaCl2F4IN2O14P2S3.

HOMO-LUMO gap ... 0.08589 hartree
HOMO energy ... -9.56 eV
LUMO ... -7.22 eV

```
! wB97M-V def2-TZVPD RIJCOSX def2/J DEFGRID3
* xyz 1 1
C -0.51 -5.64 -2.93
C 0.99 -5.35 -2.36
S 0.82 -4.96 -0.54
C 1.12 -3.16 -0.22
C 0.33 -2.58 1.08
C 1.08 -3.10 2.39
F 0.71 -2.49 3.58
F 0.83 -4.48 2.59
F 2.54 -3.02 2.34
C -1.18 -3.09 1.06
I -2.17 -2.78 -0.91
C -2.17 -2.46 2.14
Cl -2.34 -3.73 3.49
O -1.78 -1.24 2.77
S -1.12 -0.12 1.73
O -2.10 0.44 0.73
O -0.66 1.05 2.55
C 0.31 -0.98 0.87
P 1.93 -0.07 1.16
O 3.27 -0.69 0.22
O 1.71 1.49 0.56
S 2.46 0.14 3.01
H -0.43 -6.44 -3.72
H -1.21 -5.96 -2.08
H -0.95 -4.68 -3.39
H 1.61 -6.30 -2.46
H 1.48 -4.45 -2.87
H 2.25 -3.02 -0.14
H 0.81 -2.60 -1.18
H -1.23 -4.23 1.21
H -3.21 -2.40 1.65
H 0.07 -0.83 -0.25
H 2.93 -0.66 -0.72
H 0.96 1.47 -0.09
Ca 4.65 -2.11 1.13
O -1.96 -7.22 3.16
H -2.04 -6.26 3.13
C -1.16 5.42 -0.59
O -0.98 6.37 -1.31
N -2.32 4.74 -0.50
C -2.48 3.60 0.39
C -3.44 5.17 -1.31
H -0.33 4.99 0.09
H -2.75 2.72 -0.20
H -3.28 3.81 1.10
H -1.56 3.39 0.94
H -3.15 5.11 -2.36
H -3.69 6.20 -1.07
H -4.31 4.53 -1.14
C -2.34 7.41 -4.69
O -2.70 6.70 -3.70
O -1.38 8.30 -4.35
O -2.74 7.39 -5.86
H -1.36 8.01 -3.42
Al -3.54 -5.55 5.19
N 4.10 4.39 4.18
C 3.90 5.71 4.10
C 2.87 6.29 3.38
C 1.99 5.46 2.70
C 2.18 4.08 2.76
C 3.24 3.60 3.51
H 4.61 6.32 4.65
H 2.75 7.36 3.35
H 1.18 5.88 2.12
H 1.52 3.40 2.24
H 3.43 2.54 3.60
O 0.43 -8.72 -6.75
P -0.12 -8.92 -5.33
O 0.75 -8.16 -4.32
O -0.11 -10.41 -5.00
O -1.55 -8.38 -5.27
Al 0.33 -3.56 -4.48
F 3.16 2.17 -0.79
Cl 1.06 5.15 -0.53
*
```

Atom charges from the Löwdin analysis, given in e for atoms 1 to 4:
1. C -0.220
2. C -0.504
3. S 0.871
4. C -0.472


Run two
The following is a DFT calculation (ωB97M-V/def2-TZVPD) of a molecular structure, C17H26Al2CaCl2F4IN2O14P2S3.

HOMO-LUMO gap ... 0.12160 hartree
HOMO energy ... -9.93 eV
LUMO ... -6.62 eV

```
! wB97M-V def2-TZVPD RIJCOSX def2/J DEFGRID3
* xyz 1 1
C -0.42 -2.37 -5.87
C 0.35 -3.21 -4.82
S -0.75 -3.62 -3.41
C -0.13 -2.68 -1.98
C -1.22 -2.32 -0.93
C -1.59 -3.60 -0.16
F -2.30 -3.39 0.92
F -2.29 -4.40 -0.93
F -0.50 -4.38 0.25
C -2.46 -1.76 -1.65
I -1.98 -0.22 -3.10
C -3.57 -1.17 -0.75
Cl -4.83 -2.44 -0.60
O -3.20 -0.82 0.57
S -1.82 -0.07 0.74
O -1.78 1.19 0.08
O -1.55 0.04 2.13
C -0.59 -1.15 -0.07
P 0.73 -1.63 1.15
O 2.02 -2.44 0.44
O 1.40 -0.31 1.56
S 0.18 -2.61 2.70
H -0.03 -2.69 -6.82
H -1.48 -2.55 -5.77
H -0.27 -1.27 -5.79
H 0.62 -4.15 -5.30
H 1.23 -2.70 -4.39
H 0.67 -3.27 -1.53
H 0.35 -1.77 -2.35
H -2.93 -2.54 -2.25
H -4.04 -0.35 -1.27
H -0.11 -0.49 -0.79
H 2.34 -1.85 -0.28
H 1.26 0.42 0.94
Ca 2.02 -4.61 0.56
O -5.58 -4.82 -2.66
H -5.30 -4.07 -2.11
C 0.97 4.77 2.82
O 1.76 5.64 2.96
N -0.19 4.85 2.21
C -1.12 3.74 2.08
C -0.49 6.16 1.64
H 1.21 3.55 3.26
H -1.29 3.53 1.03
H -2.07 4.01 2.55
H -0.73 2.85 2.56
H 0.30 6.40 0.93
H -0.49 6.91 2.43
H -1.46 6.16 1.14
C 2.99 8.34 1.06
O 1.91 7.68 1.19
O 3.85 8.22 2.14
O 3.31 9.04 0.12
H 3.33 7.62 2.69
Al -7.35 -3.73 -0.78
N 2.21 -1.30 6.74
C 2.54 -0.28 7.52
C 2.35 1.05 7.17
C 1.77 1.33 5.94
C 1.42 0.28 5.12
C 1.66 -1.01 5.56
H 2.99 -0.54 8.47
H 2.64 1.85 7.84
H 1.60 2.35 5.64
H 0.97 0.45 4.15
H 1.40 -1.87 4.95
O 2.07 -3.52 -9.87
P 0.75 -3.96 -9.26
O 0.89 -4.25 -7.76
O 0.28 -5.20 -10.01
O -0.24 -2.81 -9.46
Al 1.62 -0.62 -5.41
F 3.55 -0.71 1.00
Cl 2.67 3.09 3.18
*
```

Atom charges from the Löwdin analysis, given in e for atoms 1 to 4:
1. C -0.241
2. C -0.517
3. S 0.933
4. C -0.476


Relative energies with respect to the most stable structure, expressed in eV: run one 6.299; run two 0.000.


Run one
The following is a DFT calculation (ωB97M-V/def2-TZVPD) of a single C23H35N3O3 molecule.

Structure (SMILES) ... CC[C@@H](C)N(CCNC(=O)C[C@@H]1Oc2ccc(C)cc2NC1=O)C1CCCCC1
HOMO-LUMO gap ... 0.30859 hartree
HOMO energy ... -7.82 eV
LUMO ... 0.58 eV

```
! wB97M-V def2-TZVPD RIJCOSX def2/J DEFGRID3
* xyz 0 1
C -2.04 -2.20 -1.09
H -2.51 -2.79 -1.88
C -2.40 -0.73 -1.23
H -1.97 -0.18 -0.39
H -3.48 -0.61 -1.19
C -1.89 -0.14 -2.56
N -0.45 -0.28 -2.65
C 0.36 0.62 -1.87
H -0.27 1.08 -1.11
C 1.50 -0.13 -1.15
N 1.41 0.03 0.28
C 2.40 0.56 1.01
O 3.49 0.86 0.56
C 2.08 0.74 2.50
C 0.80 1.58 2.76
C -0.38 0.63 2.89
O -0.97 0.18 1.92
N -0.69 0.27 4.15
C -0.04 0.79 5.28
C -0.24 0.25 6.54
C 0.38 0.81 7.65
C 1.20 1.92 7.46
C 1.41 2.46 6.21
C 0.80 1.89 5.10
O 0.97 2.45 3.87
H 2.04 3.32 6.06
H 1.68 2.37 8.32
C 0.15 0.25 9.02
H -0.04 -0.82 8.97
H 1.00 0.43 9.66
H -0.72 0.73 9.47
H -0.89 -0.60 6.65
H -1.42 -0.42 4.28
H 0.63 2.25 1.91
H 2.00 -0.24 2.97
H 2.92 1.27 2.95
H 0.50 -0.15 0.70
H 2.48 0.23 -1.45
H 1.42 -1.20 -1.40
H 0.78 1.44 -2.48
C 0.13 -0.64 -3.93
H 1.22 -0.60 -3.79
C -0.21 -2.09 -4.32
C 0.57 -2.50 -5.57
C 0.25 -1.57 -6.73
C 0.56 -0.12 -6.35
C -0.21 0.29 -5.11
H -1.28 0.24 -5.32
H 0.03 1.32 -4.84
H 0.31 0.54 -7.18
H 1.64 -0.02 -6.16
H -0.81 -1.65 -6.98
H 0.83 -1.86 -7.61
H 0.32 -3.53 -5.84
H 1.64 -2.46 -5.35
H -1.28 -2.18 -4.52
H 0.04 -2.75 -3.49
H -2.32 -0.73 -3.37
C -2.42 1.30 -2.71
H -1.98 1.79 -3.58
H -2.18 1.90 -1.83
H -3.50 1.29 -2.83
H -2.38 -2.58 -0.13
H -0.97 -2.33 -1.16
*
```

Atom charges from the natural (NBO) analysis, given in e for atoms 1 to 4:
1. C -0.609
2. H 0.196
3. C -0.396
4. H 0.208


Run two
The following is a DFT calculation (ωB97M-V/def2-TZVPD) of a single C23H35N3O3 molecule.

Structure (SMILES) ... C[C@@H]1C[C@H](C)CN(CCCNC(=O)CCC(=O)N2C[C@H](C)Oc3ccccc32)C1
HOMO-LUMO gap ... 0.32786 hartree
HOMO energy ... -8.22 eV
LUMO ... 0.70 eV

```
! wB97M-V def2-TZVPD RIJCOSX def2/J DEFGRID3
* xyz 0 1
C -1.91 2.51 4.03
H -2.72 2.21 4.69
C -1.36 1.29 3.28
C -0.85 0.23 4.25
C -0.26 -0.95 3.49
C 0.32 -2.00 4.43
H -0.46 -2.39 5.09
H 0.75 -2.82 3.87
H 1.10 -1.56 5.05
C 0.82 -0.44 2.53
N 0.24 0.53 1.63
C 1.02 0.81 0.44
H 0.44 1.53 -0.16
H 1.08 -0.12 -0.12
C 2.46 1.35 0.60
H 2.54 1.92 1.53
H 2.66 2.03 -0.23
C 3.52 0.25 0.59
N 3.39 -0.62 -0.56
C 2.96 -1.89 -0.45
O 2.84 -2.47 0.62
C 2.61 -2.56 -1.77
H 2.90 -3.61 -1.70
H 3.12 -2.09 -2.60
C 1.09 -2.46 -1.95
C 0.69 -1.04 -2.34
O 1.53 -0.26 -2.75
N -0.62 -0.71 -2.22
C -1.08 0.62 -2.41
C -0.57 1.44 -3.41
C -1.05 2.73 -3.58
C -2.06 3.20 -2.76
C -2.58 2.39 -1.77
C -2.10 1.10 -1.59
O -2.69 0.37 -0.60
C -2.12 -0.90 -0.32
C -3.17 -1.74 0.39
H -3.52 -1.20 1.26
H -2.74 -2.69 0.70
H -4.01 -1.92 -0.27
C -1.66 -1.54 -1.64
H -1.31 -2.56 -1.47
H -2.50 -1.57 -2.33
H -1.25 -0.74 0.34
H -3.37 2.73 -1.12
H -2.44 4.20 -2.89
H -0.64 3.35 -4.36
H 0.21 1.07 -4.06
H 0.76 -3.14 -2.74
H 0.62 -2.76 -1.01
H 3.29 -0.16 -1.46
H 4.52 0.71 0.59
H 3.44 -0.39 1.47
C -0.23 1.70 2.34
H -0.60 2.43 1.61
H 0.57 2.18 2.93
H 1.23 -1.27 1.95
H 1.64 0.00 3.13
H -1.05 -1.41 2.89
H -1.67 -0.11 4.90
H -0.08 0.67 4.90
H -2.16 0.86 2.67
H -2.29 3.25 3.32
H -1.13 2.97 4.63
*
```

Atom charges from the natural (NBO) analysis, given in e for atoms 1 to 4:
1. C -0.604
2. H 0.209
3. C -0.205
4. C -0.403


Relative energies with respect to the most stable structure, expressed in eV: run one 0.325; run two 0.000.


Run one
The following is a DFT calculation (ωB97M-V/def2-TZVPD) of a molecular structure, C5H11ClN2.

HOMO-LUMO gap ... 0.37307 hartree
HOMO energy ... -9.37 eV
LUMO ... 0.78 eV

```
! wB97M-V def2-TZVPD RIJCOSX def2/J DEFGRID3
* xyz 0 1
C -1.58 1.14 1.13
C -0.46 0.71 0.22
C 1.03 0.56 0.65
C 1.22 -0.56 -0.46
C -0.24 -0.64 -0.46
H -0.96 2.02 1.68
H -2.05 0.14 1.80
H -2.55 1.82 0.49
H 1.19 0.29 1.67
H 1.69 1.44 0.53
H 1.42 -0.19 -1.44
H 1.73 -2.22 0.72
H 2.82 -1.56 -0.18
H -0.61 -1.50 0.21
H -0.85 -0.15 -2.34
H -2.04 -0.55 -1.25
N 1.88 -1.78 -0.20
N -1.04 -0.95 -1.67
Cl -0.58 1.96 -1.10
*
```

Atom charges from the natural (NBO) analysis, given in e for atoms 1 to 4:
1. C -0.666
2. C -0.013
3. C -0.451
4. C -0.076


Run two
The following is a DFT calculation (ωB97M-V/def2-TZVPD) of a single C5H11ClN2 molecule.

Structure (SMILES) ... NCC/C(=C/Cl)CN
HOMO-LUMO gap ... 0.36790 hartree
HOMO energy ... -9.10 eV
LUMO ... 0.91 eV

```
! wB97M-V def2-TZVPD RIJCOSX def2/J DEFGRID3
* xyz 0 1
C 1.54 -1.16 0.04
C 0.53 -0.46 0.95
C -0.79 -0.11 0.28
C -0.85 1.17 -0.61
C -1.84 -0.92 0.42
H 2.64 -0.93 -1.63
H 1.20 -0.29 -1.75
H 1.03 -2.15 -0.19
H 2.34 -1.27 0.70
H 0.33 -1.12 1.80
H 0.95 0.45 1.35
H -1.80 1.16 -1.11
H -0.13 1.19 -1.44
H 0.19 2.56 0.46
H -1.33 2.34 1.00
H -1.88 -1.72 1.11
N 1.95 -0.43 -1.11
N -0.76 2.43 0.16
Cl -3.33 -0.73 -0.44
*
```

Atom charges from the natural (NBO) analysis, given in e for atoms 1 to 4:
1. C -0.198
2. C -0.427
3. C -0.019
4. C -0.261


Relative energies with respect to the most stable structure, expressed in eV: run one 2.363; run two 0.000.


Run one
The following is a DFT calculation (ωB97M-V/def2-TZVPD) of 2 unconnected molecules or ions with the total composition C20H17NO3.

HOMO-LUMO gap ... 0.11439 hartree
HOMO energy ... -6.35 eV
LUMO ... -3.23 eV

```
! wB97M-V def2-TZVPD RIJCOSX def2/J DEFGRID3
* xyz 0 1
C 5.49 2.00 -2.55
C 4.45 1.37 -1.66
C 4.15 0.00 -1.74
C 3.16 -0.57 -0.97
C 2.37 0.20 -0.06
C 1.37 -0.50 0.67
C 0.50 -0.11 1.73
C -0.20 -1.15 2.42
C -1.05 -0.86 3.48
C -1.20 0.45 3.95
C -0.47 1.48 3.32
C 0.33 1.22 2.22
C 2.75 1.57 0.08
C 3.72 2.13 -0.72
H 5.55 3.07 -2.37
H 6.48 1.57 -2.39
H 5.24 1.85 -3.61
H 4.71 -0.61 -2.46
H 2.98 -1.64 -1.02
H 1.29 -1.56 0.42
H -0.03 -2.19 2.12
H -1.62 -1.67 3.95
H -1.87 0.68 4.79
H -0.56 2.50 3.69
H 0.85 2.04 1.73
H 2.30 2.18 0.86
H 3.93 3.20 -0.65
O -1.06 0.35 -1.11
C -2.15 -0.26 -1.19
C -2.37 -1.52 -0.46
C -3.58 -2.12 -0.35
C -4.71 -1.59 -1.04
N -5.96 -2.24 -0.93
O -6.97 -1.80 -1.52
O -6.02 -3.26 -0.21
C -4.56 -0.42 -1.85
C -3.33 0.19 -1.95
H -1.53 -1.96 0.06
H -3.71 -3.01 0.26
H -5.44 -0.05 -2.37
H -3.25 1.07 -2.58
*
```

Atom charges from the natural (NBO) analysis, given in e for atoms 1 to 4:
1. C -0.651
2. C 0.102
3. C -0.232
4. C -0.100


Run two
The following is a DFT calculation (ωB97M-V/def2-TZVPD) of 2 unconnected molecules or ions with the total composition C20H17NO3.

HOMO-LUMO gap ... 0.10586 hartree
HOMO energy ... -6.03 eV
LUMO ... -3.15 eV

```
! wB97M-V def2-TZVPD RIJCOSX def2/J DEFGRID3
* xyz 0 1
C 5.68 -1.80 -1.29
C 4.36 -1.60 -0.63
C 3.41 -2.63 -0.62
C 2.16 -2.46 -0.05
C 1.77 -1.20 0.53
C 0.47 -1.13 1.09
C -0.12 -0.22 2.00
C -1.42 -0.55 2.50
C -2.12 0.32 3.34
C -1.55 1.54 3.74
C -0.24 1.84 3.33
C 0.49 0.97 2.52
C 2.76 -0.17 0.54
C 4.02 -0.39 0.00
H 6.31 -0.93 -1.11
H 6.18 -2.69 -0.90
H 5.57 -1.93 -2.37
H 3.68 -3.58 -1.10
H 1.45 -3.28 -0.02
H -0.15 -2.01 0.87
H -1.87 -1.49 2.19
H -3.14 0.06 3.65
H -2.11 2.24 4.37
H 0.22 2.79 3.62
H 1.52 1.20 2.29
H 2.52 0.80 0.96
H 4.77 0.40 0.04
O -0.80 0.66 -1.50
C -2.03 0.68 -1.68
C -2.72 1.56 -2.68
N -1.81 2.31 -3.53
O -1.20 1.73 -4.44
O -1.73 3.54 -3.31
C -4.08 1.80 -2.72
C -4.92 1.06 -1.87
C -4.36 0.13 -0.98
C -3.00 -0.08 -0.91
H -4.46 2.55 -3.41
H -6.00 1.21 -1.94
H -4.99 -0.45 -0.30
H -2.56 -0.79 -0.21
*
```

Atom charges from the natural (NBO) analysis, given in e for atoms 1 to 4:
1. C -0.649
2. C 0.095
3. C -0.241
4. C -0.072


Relative energies with respect to the most stable structure, expressed in eV: run one 0.000; run two 0.566.